1.
ORCA calculation (ωB97M-V/def2-TZVPD) on 3 unconnected molecules or ions with the total composition C3H10O2.

Element x y z (Å)
C (-1.565192, 1.264587, 0.357595)
C (-1.548149, 0.331764, 1.307448)
C (-0.448323, -0.016167, 2.252096)
H (-2.173585, 1.108066, -0.525990)
H (-0.899080, 2.121896, 0.446753)
H (-2.414420, -0.300042, 1.441621)
H (0.459954, 0.580189, 2.170750)
H (-0.218795, -1.067460, 2.068301)
H (-0.793846, -0.005647, 3.288959)
O (-1.026002, -1.099649, -1.699045)
H (-0.177435, -1.127667, -2.157788)
H (-0.850869, -1.577589, -0.882117)
O (3.642067, -0.098931, -1.679033)
H (4.455776, 0.083035, -1.195063)
H (3.032495, -0.327963, -0.962356)

Force components x, y, z for each atom (eV/Å):
0.3666 -0.2745 0.4615
-0.1146 0.2852 -0.0247
-0.3045 0.1676 0.6801
-0.4921 0.6726 0.3614
0.3339 -0.3892 -0.6207
-0.0418 -0.6110 -0.6045
-0.0998 0.0542 -0.1370
0.2954 -0.0110 -0.0749
0.0680 0.1445 0.0868
0.2983 -0.1957 -0.1328
-0.1520 0.0671 -0.0854
-0.1440 0.0862 0.0772
-0.0971 -0.0969 0.5549
0.0820 0.0435 -0.2236
0.0016 0.0574 -0.3184

The value obtained for the HOMO-LUMO gap is 9.55 eV. Its charge is 0. Its largest force on an atom is 0.018 Eh/bohr. The calculation puts the energy above the lowest of the compared OMol25 structures with the same formula, charge and spin at 28.09 kcal per mole. The value obtained for the HOMO energy is -9.12 eV. Its SMILES is C=CC.O.O. The calculation puts the LUMO energy at 0.016 Eh.

2.
ORCA calculation (ωB97M-V/def2-TZVPD) on C9H10IN3O2 in the gas phase in a non-equilibrium geometry.

Element x y z (Å)
C (-3.620964, -0.470497, 3.036586)
C (-2.612002, 0.752119, 2.951716)
O (-1.401609, 0.372036, 2.156061)
C (-1.277901, 1.018023, 0.996118)
O (-1.962098, 1.980372, 0.734823)
C (-0.210585, 0.420532, 0.189804)
N (0.318784, 1.138708, -0.807902)
N (1.225194, 0.395012, -1.419390)
C (1.470497, -0.836737, -0.937105)
C (0.286499, -0.867603, 0.334057)
I (-0.293697, -2.515375, 1.338909)
N (2.381076, -1.782522, -1.257901)
C (2.928771, -1.455679, -2.375628)
C (2.964842, -0.137589, -3.164325)
C (2.222547, 0.961158, -2.322796)
H (-4.001660, -0.642340, 2.032892)
H (-2.945943, -1.288287, 3.352570)
H (-4.452965, -0.242345, 3.750594)
H (-2.441470, 0.874628, 3.966643)
H (-3.061529, 1.642079, 2.571732)
H (3.430583, -2.195695, -2.936429)
H (4.006217, -0.002224, -3.389209)
H (2.424836, -0.308147, -4.047197)
H (2.872824, 1.523010, -1.695165)
H (1.749754, 1.667361, -3.059461)

Force components x, y, z for each atom (eV/Å):
1.3853 1.1241 -0.5797
-1.1958 -2.0682 -1.2586
-1.5522 -0.0190 1.7027
-1.0779 1.3467 0.6216
0.6159 -0.3587 -0.7933
0.3452 -1.0361 -0.4879
0.1089 0.6073 -0.3081
1.2340 -1.6796 -0.0747
-5.9002 1.1747 6.3172
4.2073 0.7739 -4.6913
0.0588 -0.4333 0.2213
-0.0326 0.6599 -2.1753
0.6281 0.0055 -0.5312
-1.6583 -0.6366 3.5861
-0.2439 0.9190 -2.0878
-0.2511 -0.3814 0.0828
-0.9321 0.0164 -0.0148
0.8737 -0.2961 -0.5620
1.7395 0.6665 1.7285
-0.0674 0.3912 -0.4921
1.0022 -1.1895 -0.0342
0.3802 0.6844 -0.0460
-0.6357 -0.2304 -1.4919
0.7871 0.5042 0.3071
0.1810 -0.5450 1.0615

The value obtained for the HOMO-LUMO gap (spin up / spin down) is 7.75 / 7.75 eV. Its charge is 0. Its largest force on an atom is 0.170 Eh/bohr. The calculation puts the energy above the lowest of the compared OMol25 structures with the same formula, charge and spin at 0.00 kcal per mole. The value obtained for the HOMO energy (spin up / spin down) is -7.92 / -7.92 eV. Its SMILES is CCOC(=O)c1nn2c(c1I)N=CCC2. The calculation puts the LUMO energy (spin up / spin down) at -0.006 / -0.006 Eh.

3.
ORCA calculation (ωB97M-V/def2-TZVPD) on a molecular structure, C14H17MgO5.

Element x y z (Å)
Mg (-0.836842, 1.317004, -0.913443)
O (-0.929972, 5.081928, -0.528323)
C (-0.425882, 3.972636, -0.546089)
O (-0.427140, 3.138256, -1.539180)
C (0.365641, 3.521260, 0.712227)
C (1.569653, 2.664708, 0.336579)
C (2.534196, 2.498841, 1.509614)
C (1.819694, 1.430787, 2.374123)
C (0.505185, 1.280825, 1.628662)
O (0.964729, 1.333912, 0.235153)
C (-0.342119, 2.567824, 1.759725)
C (-1.844744, 2.275052, 1.591624)
O (-2.603651, 2.567637, 2.502467)
O (-2.153945, 1.652228, 0.506014)
H (0.657891, 4.442360, 1.213936)
H (2.018551, 2.896812, -0.624288)
H (2.664967, 3.446661, 2.032780)
H (3.513151, 2.155576, 1.177720)
H (1.672913, 1.735896, 3.409572)
H (2.370974, 0.490679, 2.359001)
H (-0.036021, 0.348706, 1.770721)
H (-0.208302, 2.983422, 2.757279)
C (-0.640793, -3.920820, -3.014705)
C (-0.731097, -3.367411, -1.584920)
C (-1.995813, -3.919894, -0.915195)
C (0.498480, -3.831541, -0.791741)
C (-0.776424, -1.895795, -1.619619)
C (-0.827006, -0.677340, -1.664166)
H (-0.608840, -5.014631, -2.991501)
H (0.256850, -3.553704, -3.514107)
H (-1.503370, -3.607679, -3.604019)
H (-1.962335, -5.013789, -0.897328)
H (-2.888601, -3.605685, -1.456929)
H (-2.080993, -3.554702, 0.108939)
H (0.545795, -4.924901, -0.773343)
H (0.450679, -3.467264, 0.235489)
H (1.414541, -3.447844, -1.242743)

Force components x, y, z for each atom (eV/Å):
-0.1588 -0.4157 -0.4396
0.0060 0.0585 -0.0501
-0.0050 -0.2112 -0.0914
-0.1329 -0.0649 0.3512
-0.0430 0.0260 0.2228
-0.1358 -0.3678 -0.3088
0.0488 0.0705 0.0953
0.0941 0.0045 0.0587
-0.0086 0.0859 -0.4339
-0.1088 0.2515 0.4860
0.1850 0.1976 0.0999
-0.0181 -0.2225 -0.2254
-0.0271 0.0709 0.0248
0.3432 0.1268 0.0366
0.0382 -0.0151 0.0138
0.0096 0.0694 0.0133
0.0221 -0.0178 0.0083
-0.0064 -0.0121 -0.0189
-0.0021 0.0007 -0.0076
-0.0212 -0.0122 0.0261
-0.0127 0.0107 0.0625
-0.0743 0.0288 0.0060
0.0063 -0.0049 0.0008
0.0340 -0.0181 -0.0619
-0.0209 -0.0043 0.0150
0.0041 -0.0061 0.0134
-0.0400 0.1088 -0.1062
0.0237 0.2155 0.2079
0.0028 0.0063 -0.0242
0.0038 0.0019 0.0196
-0.0096 0.0037 0.0207
-0.0162 0.0060 0.0143
0.0160 0.0073 -0.0129
0.0124 0.0077 -0.0060
0.0094 0.0085 0.0076
-0.0068 0.0049 -0.0063
-0.0111 0.0003 -0.0113

The value obtained for the HOMO-LUMO gap is 8.72 eV. Its charge is -1. Its largest force on an atom is 0.012 Eh/bohr. The calculation puts the energy above the lowest of the compared OMol25 structures with the same formula, charge and spin at 3.64 kcal per mole. The value obtained for the HOMO energy is -5.87 eV. The calculation puts the LUMO energy at 0.105 Eh.

4.
ORCA calculation (ωB97M-V/def2-TZVPD) on C25H27N3O6 in the gas phase in a non-equilibrium geometry.

Element x y z (Å)
C (-6.973561, 0.232916, 1.224128)
C (-5.523986, 0.095964, 1.662898)
O (-4.730379, 0.033855, 0.495787)
C (-3.381798, -0.048137, 0.623222)
C (-2.692797, -0.129121, 1.820563)
C (-1.306619, -0.217870, 1.839431)
C (-0.598346, -0.214813, 0.657192)
C (0.911966, -0.289368, 0.643012)
C (1.518089, 1.014042, 0.175414)
C (1.417969, 2.195864, 1.030540)
O (1.222462, 2.096711, 2.232189)
C (1.570661, 3.497659, 0.386303)
C (1.815809, 4.726572, 0.959304)
C (1.852960, 5.652198, -0.098868)
C (1.615251, 4.927115, -1.232986)
O (1.443358, 3.637463, -0.950553)
C (2.182503, 0.793756, -0.979631)
O (2.906234, 1.590805, -1.755531)
C (2.069199, -0.648397, -1.334968)
O (2.522485, -1.161910, -2.343502)
N (1.391200, -1.241727, -0.334721)
C (1.079331, -2.644951, -0.292524)
C (1.804599, -3.382721, 0.838024)
C (3.327376, -3.426672, 0.660965)
N (3.937222, -2.126861, 0.734298)
C (3.904760, -1.266211, 1.798180)
C (4.561638, -0.140726, 1.395930)
N (4.999329, -0.292848, 0.118460)
C (4.616376, -1.484896, -0.244893)
C (-1.278631, -0.121965, -0.555898)
C (-2.657580, -0.046769, -0.594429)
O (-3.416582, 0.051988, -1.717205)
C (-2.800663, -0.005425, -2.987148)
C (-2.399251, -1.422200, -3.390040)
H (-7.621573, 0.285156, 2.094438)
H (-7.257725, -0.620793, 0.615419)
H (-7.095385, 1.134722, 0.630973)
H (-5.393031, -0.818306, 2.259633)
H (-5.229092, 0.959504, 2.275517)
H (-3.225023, -0.125718, 2.757850)
H (-0.788205, -0.269735, 2.783737)
H (1.273940, -0.524821, 1.649151)
H (1.957344, 4.913552, 2.003631)
H (2.028150, 6.706290, -0.032720)
H (1.543951, 5.220543, -2.262414)
H (3.326354, 1.030669, -2.433108)
H (1.373648, -3.058817, -1.261541)
H (-0.002446, -2.766213, -0.162802)
H (1.435582, -4.408953, 0.867129)
H (1.558891, -2.911240, 1.790607)
H (3.573279, -3.852757, -0.315272)
H (3.756211, -4.069521, 1.439377)
H (3.447961, -1.525223, 2.731292)
H (4.742687, 0.764649, 1.938723)
H (4.803869, -1.922199, -1.205286)
H (-0.699543, -0.103343, -1.466033)
H (-1.938896, 0.672290, -3.033441)
H (-3.567486, 0.367467, -3.671977)
H (-2.010743, -1.416820, -4.404673)
H (-3.267258, -2.075186, -3.346160)
H (-1.636035, -1.818529, -2.724994)

Force components x, y, z for each atom (eV/Å):
0.4574 -0.0423 0.0060
-0.2743 0.0126 0.2678
0.1225 0.0046 -0.2031
0.0634 -0.0119 -0.0732
-0.3609 0.0230 -0.0744
0.2473 -0.0214 -0.2423
-0.1054 -0.1129 0.2647
-0.0988 0.3406 0.1902
0.2754 -0.3689 -0.4429
0.0193 -0.0383 -0.1920
0.0476 0.0407 -0.2006
0.1319 1.0387 1.0457
-0.1267 -0.8732 -0.2052
-0.0903 -0.1634 -0.5153
0.1407 0.7878 0.2494
-0.1819 -0.4094 -0.1709
-0.1672 0.2004 0.4519
0.0182 -0.1884 -0.0857
-0.0743 -0.1402 -0.1030
0.1321 0.0441 -0.1884
-0.0402 0.1058 -0.0529
0.0056 -0.2941 0.0751
0.1691 0.1668 -0.3372
-0.3930 -0.4750 0.1607
0.3522 0.2180 -0.0124
-0.0063 0.1643 0.2894
-0.1592 -0.1297 0.2107
0.3431 0.2812 -0.4685
0.1875 -0.1626 -0.0724
-0.2264 0.0190 -0.0550
-0.0869 0.0150 0.0616
-0.0906 -0.0127 0.3717
0.1931 -0.1553 -0.3869
-0.1278 0.3177 0.2467
-0.0828 0.0054 0.0775
-0.0745 -0.0813 -0.0416
-0.0583 0.0941 -0.0401
0.0565 0.1271 -0.0438
0.0340 -0.1270 -0.0469
-0.1197 0.0054 0.0602
0.1008 -0.0056 0.1185
0.0235 0.0087 -0.0987
0.0112 -0.0348 0.2322
0.0321 0.2141 -0.0657
-0.0262 -0.0891 -0.1519
-0.0667 -0.0352 0.1287
-0.1111 0.0127 0.0635
0.0667 0.0145 -0.0944
-0.0265 -0.0140 0.0695
-0.0290 -0.0727 0.0980
0.0323 0.0101 0.0960
0.0083 0.0518 -0.1800
-0.1316 -0.0676 0.1872
-0.0063 0.1598 0.2127
-0.0577 -0.1862 -0.1909
-0.0036 -0.0138 -0.1661
-0.1107 -0.0007 0.0163
0.1631 0.0143 0.0739
0.0628 -0.0236 -0.1137
-0.0656 -0.0727 -0.0225
0.0828 -0.0742 0.0123

The value obtained for the HOMO-LUMO gap is 7.99 eV. Its charge is 0. Its largest force on an atom is 0.029 Eh/bohr. The calculation puts the energy above the lowest of the compared OMol25 structures with the same formula, charge and spin at 69.18 kcal per mole. The value obtained for the HOMO energy is -8.03 eV. Its SMILES is CCOc1ccc([C@@H]2C(C(=O)c3ccco3)=C(O)C(=O)N2CCCn2ccnc2)cc1OCC. The calculation puts the LUMO energy at -0.001 Eh.

In order of appearance, electronic energy = -7366.85831 -26157.71976 -30480.56716 -43117.92043 eV.